Computed, not measured: a molecular structure, C5H7NO, with ωB97M-V with the def2-TZVPD basis set.

The geometry in XYZ format:
```
14
Properties=species:S:1:pos:R:3:forces:R:3
O 1.87311 -0.22882 0.79378 0.0 -0.1 -0.3
C 1.14383 0.35148 -0.27174 -0.1 0.2 0.1
C 0.01409 -0.49893 -0.94147 0.2 -0.4 -0.1
C -0.39426 -1.59048 0.02630 -0.4 0.4 -0.3
C -1.51135 -0.62463 0.36278 0.1 -0.2 0.2
N -1.03954 0.49197 -0.50188 0.0 -0.1 0.1
C 0.01242 1.24147 0.26053 0.2 0.1 0.0
H 2.12944 -1.13108 0.56471 0.0 0.1 0.0
H 1.80438 0.82829 -1.01216 -0.2 -0.2 0.2
H 0.11747 -0.75451 -2.00382 0.1 0.1 0.2
H -0.06545 1.09030 1.33993 -0.1 0.3 0.0
H -2.42705 -1.09125 -0.05287 0.2 0.1 0.0
H -1.71460 -0.38901 1.41613 0.0 -0.1 -0.2
H 0.05751 2.30519 0.01976 0.0 -0.2 0.0
```
Positions in Å, forces in eV/Å.

The calculation puts the energy above the lowest of the compared OMol25 structures with the same formula, charge and spin at 141.0 kcal/mol. Its calculated total energy is -324.4997 a.u. The LUMO energy is -0.015 Eh. The orbital gap comes out at 8.07 eV. The charge is 0.

Computed, not measured: a molecular structure, C5H7NO, with ωB97M-V with the def2-TZVPD basis set.

The geometry in XYZ format:
```
14
Properties=species:S:1:pos:R:3:forces:R:3
O 1.69840 1.79479 -0.52760 -0.3 -0.5 0.1
C 1.14374 0.74134 -0.41990 0.3 0.3 -0.2
C 1.46387 -0.63113 0.22791 0.2 0.0 0.0
N 0.06550 -1.03270 -0.01485 0.1 -0.2 0.0
C -0.80567 -0.26776 0.92123 -0.1 0.1 0.3
C -1.51864 0.38788 -0.26608 0.0 0.2 0.0
C -0.17932 0.10406 -0.96577 0.0 0.1 -0.4
H 2.15695 -1.17876 -0.42168 -0.1 0.0 0.1
H 1.78670 -0.73274 1.26921 0.1 0.3 -0.2
H -0.20961 0.54987 1.37325 -0.2 -0.3 0.3
H -1.30032 -0.84087 1.70688 -0.1 0.0 -0.2
H -1.86195 1.41220 -0.12657 0.1 0.0 -0.1
H -2.31380 -0.22142 -0.71289 0.2 0.1 0.2
H -0.12587 -0.08476 -2.04312 -0.1 0.0 0.1
```
Positions in Å, forces in eV/Å.

The calculation puts the energy above the lowest of the compared OMol25 structures with the same formula, charge and spin at 59.8 kcal/mol. Its calculated total energy is -324.6292 a.u. The LUMO energy is 0.034 Eh. The orbital gap comes out at 10.67 eV. The charge is 0.

Computed, not measured: a single C5H7NO molecule, with ωB97M-V with the def2-TZVPD basis set.

The geometry in XYZ format:
```
14
Properties=species:S:1:pos:R:3:forces:R:3
C -0.73939 -1.57686 0.88042 2.9 2.2 -2.0
C 1.60455 0.86017 0.18949 -3.7 2.3 -3.9
C 1.28298 0.12721 -1.13656 0.0 -0.5 2.1
C -1.22736 0.52601 -0.00781 2.5 -2.2 -0.4
C 0.32150 0.13393 -0.03778 -3.8 -1.7 1.2
N -1.74232 -0.73398 0.58514 1.4 0.5 -0.8
O -0.48117 -2.67066 1.24408 -0.9 0.7 0.2
H 2.15921 0.38076 0.84520 3.2 -1.6 3.0
H 1.58357 1.97070 0.07369 0.2 -1.1 0.5
H 1.16827 0.60861 -2.04927 -0.3 1.2 -1.3
H 1.65688 -0.84281 -1.22572 1.1 -1.3 -0.4
H -1.36964 1.29213 0.67562 -0.6 1.8 1.1
H -1.58685 0.74906 -1.01457 -0.3 -0.2 0.2
H -2.63024 -0.82428 0.97806 -1.9 -0.3 0.6
```
Positions in Å, forces in eV/Å.

The calculation puts the energy above the lowest of the compared OMol25 structures with the same formula, charge and spin at 94.9 kcal/mol. Its calculated total energy is -324.5732 a.u. The LUMO energy is 0.033 Eh. The orbital gap comes out at 8.88 eV. The charge is 0.

Computed, not measured: a molecular structure, C5H7NO, with ωB97M-V with the def2-TZVPD basis set.

The geometry in XYZ format:
```
14
Properties=species:S:1:pos:R:3:forces:R:3
C -1.74113 0.02740 -0.02550 0.0 0.0 0.0
C -0.24517 -0.03828 0.13882 -0.1 0.1 -0.2
N 0.28834 -0.94898 1.16332 0.1 -0.2 0.0
C 0.46776 0.47682 1.34238 0.1 0.3 0.2
C 1.86345 0.32064 -1.48259 -0.1 -0.1 0.0
C 0.56821 0.06554 -1.08040 0.1 0.0 -0.1
O 0.20653 0.07493 -2.28656 0.0 0.0 0.2
H -2.04274 0.99000 -0.44999 0.1 -0.1 0.0
H -2.21832 -0.09775 0.94981 0.1 0.0 -0.1
H -2.09516 -0.76719 -0.68887 0.1 0.1 0.1
H 1.14629 -1.39490 0.84609 -0.1 0.1 0.0
H -0.12169 0.92560 2.13748 0.0 -0.1 -0.1
H 2.47048 -0.54779 -1.75107 -0.1 0.0 0.0
H 1.45314 0.91395 1.18707 -0.2 -0.1 0.0
```
Positions in Å, forces in eV/Å.

The calculation puts the energy above the lowest of the compared OMol25 structures with the same formula, charge and spin at 115.9 kcal/mol. Its calculated total energy is -324.5398 a.u. The LUMO energy is 0.012 Eh. The orbital gap comes out at 9.40 eV. The charge is 0.

Copy entry 1 word for word.
Computed, not measured: a molecular structure, C5H7NO, with ωB97M-V with the def2-TZVPD basis set.

The geometry in XYZ format:
```
14
Properties=species:S:1:pos:R:3:forces:R:3
O 1.87311 -0.22882 0.79378 0.0 -0.1 -0.3
C 1.14383 0.35148 -0.27174 -0.1 0.2 0.1
C 0.01409 -0.49893 -0.94147 0.2 -0.4 -0.1
C -0.39426 -1.59048 0.02630 -0.4 0.4 -0.3
C -1.51135 -0.62463 0.36278 0.1 -0.2 0.2
N -1.03954 0.49197 -0.50188 0.0 -0.1 0.1
C 0.01242 1.24147 0.26053 0.2 0.1 0.0
H 2.12944 -1.13108 0.56471 0.0 0.1 0.0
H 1.80438 0.82829 -1.01216 -0.2 -0.2 0.2
H 0.11747 -0.75451 -2.00382 0.1 0.1 0.2
H -0.06545 1.09030 1.33993 -0.1 0.3 0.0
H -2.42705 -1.09125 -0.05287 0.2 0.1 0.0
H -1.71460 -0.38901 1.41613 0.0 -0.1 -0.2
H 0.05751 2.30519 0.01976 0.0 -0.2 0.0
```
Positions in Å, forces in eV/Å.

The calculation puts the energy above the lowest of the compared OMol25 structures with the same formula, charge and spin at 141.0 kcal/mol. Its calculated total energy is -324.4997 a.u. The LUMO energy is -0.015 Eh. The orbital gap comes out at 8.07 eV. The charge is 0.

Q: Among the records above, which one has the highest energy above the lowest of the compared OMol25 structures with the same formula, charge and spin?
A: number 1